# 1
12
Properties=species:S:1:pos:R:3:forces:R:3:lowdin_charge:R:1 method="wB97M-V/def2-TZVPD" total_charge=+1 homo_ev=-16.0
C -2.069824 0.100371 -0.489916 -4.16 -2.06 0.26 -0.0332
H 2.362307 1.190008 0.630111 1.29 5.10 -0.61 -0.0008
N -0.805851 -0.098971 0.090295 -0.75 1.47 2.32 0.0620
H -2.757217 -0.776063 -0.020390 1.48 2.13 -0.86 0.1700
C 0.346597 -0.253015 -0.442892 1.50 -1.10 0.81 -0.1771
H 0.985489 0.031585 -1.177385 1.32 1.21 -2.23 0.1338
O -0.026607 -1.446904 -0.162094 -0.38 -0.58 0.22 0.2062
N 2.046184 0.340742 0.824253 -1.26 -6.54 2.96 0.1115
H -2.643764 1.056292 -0.233781 1.53 -1.11 0.09 0.1423
H 1.783188 0.210304 1.896716 0.86 0.62 -3.02 0.1644
H 2.911001 -0.263819 0.638334 -1.77 0.62 0.45 0.1303
H -2.131503 -0.090529 -1.553252 0.35 0.25 -0.38 0.0905

---

# 2
12
Properties=species:S:1:pos:R:3:forces:R:3:mulliken_spin:R:1 method="wB97M-V/def2-TZVPD" total_charge=+1 homo_ev="-10.8 / -16.6" multiplicity=3
N -0.027154 -1.399380 0.004713 0.49 -6.21 -0.41 0.3097
C -1.512430 0.695325 0.010140 -0.24 -0.48 -0.96 -0.0325
N 1.197286 0.749442 -0.039509 -0.35 -3.57 0.34 0.8713
H -0.964576 -1.978645 0.093370 3.16 0.95 -0.23 -0.0158
H -1.815783 0.829078 1.046087 -0.55 0.36 -0.07 0.0374
H -2.252554 0.038121 -0.521093 0.25 0.68 0.53 0.0198
O 2.279731 -0.089722 0.104360 -0.05 1.33 -3.61 0.0802
H 0.980507 -1.750857 0.227866 -3.03 0.27 -0.15 0.0005
H 1.381549 1.615685 0.439392 -0.12 0.75 0.36 -0.0254
H -1.558142 1.708361 -0.546445 0.74 -1.76 0.83 0.0108
C -0.267886 -0.152270 0.087236 0.23 7.65 0.53 0.7110
H 2.559450 -0.265136 -0.906114 -0.53 0.05 2.83 0.0329

---

# 3
12
Properties=species:S:1:pos:R:3:forces:R:3:mulliken_spin:R:1 method="wB97M-V/def2-TZVPD" total_charge=+2 homo_ev="-23.5 / -22.4" multiplicity=2
N -1.001871 -0.869164 -1.356516 -0.27 0.02 0.80 -0.0016
N 1.160411 0.402859 1.483591 -0.77 1.89 0.92 0.3829
C 0.019284 -0.976994 -0.233096 -1.62 0.75 0.29 0.0356
C 0.306208 0.393398 0.425306 0.93 -2.16 -0.46 -0.0968
H -1.911459 -0.497033 -1.038989 0.25 0.24 0.04 0.0007
H -1.233251 -1.826137 -1.604874 0.03 -0.52 -0.59 -0.0009
H -0.736596 -0.353581 -2.201354 0.31 -0.02 -0.06 0.0012
H 0.888176 -1.532536 -0.578277 0.28 0.29 0.10 0.0049
H -0.517667 -1.522570 0.556958 0.37 -0.28 -0.13 -0.0066
H 1.343512 1.354778 1.848643 0.28 -0.07 -0.43 -0.0137
O -0.189848 1.422899 0.001884 0.11 0.66 0.11 0.7053
H 1.032235 -0.176496 2.324613 0.11 -0.79 -0.58 -0.0110

---

# 4
13
Properties=species:S:1:pos:R:3:forces:R:3:lowdin_charge:R:1 method="wB97M-V/def2-TZVPD" total_charge=-1 homo_ev=-4.4
H 2.411541 1.862236 0.522236 -0.06 0.00 -0.08 0.0472
H 0.779525 -1.070108 -0.732314 0.24 -0.21 -0.17 0.0347
C 1.486748 0.815546 -0.938220 -0.02 -0.29 0.36 -0.3968
H 2.382640 0.843772 -1.564006 -0.19 0.28 -0.26 0.0826
H -2.964034 -0.356977 0.621478 0.09 -0.04 0.01 0.0840
O -1.718428 -1.618025 -0.325696 0.07 -0.13 -0.17 -0.1313
H 0.929013 -0.333849 0.588376 0.13 -0.13 -0.02 0.0184
H 0.579372 0.974207 -1.530611 0.14 -0.13 -0.19 0.0978
H 0.812214 1.767559 0.698833 -0.04 0.11 -0.28 0.0472
C -1.892461 -0.685299 0.476693 -0.16 0.07 -0.04 -0.6765
N 1.540646 1.928059 -0.001758 0.24 0.01 0.46 -0.0278
N 1.480757 -0.495631 -0.262104 -0.52 0.18 0.11 -0.0263
O -1.045659 -0.049740 1.142470 0.06 0.27 0.27 -0.1533

---

# 5
13
Properties=species:S:1:pos:R:3:forces:R:3:lowdin_charge:R:1 method="wB97M-V/def2-TZVPD" total_charge=+1 homo_ev="-14.9 / -14.2"
H 0.098211 1.534398 -0.054965 -1.01 0.22 0.39 0.1218
O 0.288259 -1.618292 -0.804904 -0.25 -0.16 0.31 0.1234
H 2.755285 -0.270501 0.767843 0.04 0.96 -0.86 0.0579
H -2.928177 0.089091 0.432823 0.59 -0.58 -0.50 0.1230
H 2.410421 1.624170 0.425705 0.36 -1.21 -0.11 0.0453
C 2.681735 0.597204 0.064671 -0.38 0.17 -2.00 0.2902
N 0.176940 -0.522733 -0.363307 1.06 -0.31 -0.85 -0.0390
C -2.159064 -0.674350 0.167131 -2.84 -0.48 -1.86 0.0347
H 3.047165 0.561694 -1.078151 -0.92 -0.27 2.92 0.1128
H -2.585210 -1.410315 -0.678517 1.32 2.02 1.61 0.1672
O -0.802397 1.294152 0.287080 0.37 1.61 0.27 0.0727
H -2.013757 -1.265613 1.034498 0.57 -0.58 0.88 0.0874
N -0.969408 0.061100 -0.199909 1.08 -1.40 -0.21 -0.1973

---

# 6
13
Properties=species:S:1:pos:R:3:forces:R:3:mulliken_spin:R:1 method="wB97M-V/def2-TZVPD" total_charge=+1 homo_ev="-12.5 / -16.3" multiplicity=3
H -1.896783 -0.036336 -0.457693 1.14 1.07 1.45 0.0000
O 0.107398 2.110862 1.083830 2.92 4.89 3.77 0.7410
H 1.961116 -2.268472 2.362884 -0.44 0.23 -0.32 0.0006
N 0.639795 0.465586 -0.309522 1.91 -3.37 -3.19 0.7629
H 1.601776 -1.000832 -1.710927 -0.42 -0.08 -0.08 0.0194
H 1.615931 0.537395 -0.146886 1.37 0.69 0.76 -0.0262
H -1.777707 0.679018 1.311765 -0.72 -0.86 0.42 0.0079
N -0.153236 1.220470 0.319034 -6.49 -3.21 -2.79 0.3775
H -2.197603 1.715894 -0.033155 1.07 -1.26 0.30 0.0087
O -0.236017 -1.343640 -2.688530 0.92 1.70 2.24 0.0436
C -1.571262 0.796695 0.266370 -1.88 1.53 -1.20 0.0033
C 0.539201 -0.882992 -1.975293 0.18 -1.12 -1.67 0.0608
H 1.367392 -1.993648 1.978124 0.43 -0.22 0.30 0.0006

---

# 7
15
Properties=species:S:1:pos:R:3:forces:R:3:lowdin_charge:R:1 method="wB97M-V/def2-TZVPD" smiles="CCN(N)S(=O)(=O)[O-]" total_charge=-1 homo_ev=-4.6
H -0.090354 -1.209372 2.160907 -1.00 0.36 -0.05 0.0603
C -0.036947 0.117246 -0.823376 -1.47 -0.21 -1.45 -0.3734
H 1.005400 0.361158 -0.834571 0.78 -0.19 0.32 0.0813
H 1.003389 -0.605314 1.199729 1.35 -1.07 0.42 0.0293
O 1.425519 1.298600 1.005374 -0.04 0.60 0.84 -0.3979
S 0.006147 1.383917 1.352559 -3.69 0.85 1.95 0.5354
H -1.298803 -1.225649 -1.993082 -1.30 -0.60 0.41 0.0353
H -0.552885 1.100899 -0.959950 0.24 -0.92 -0.89 0.1053
H 0.026730 -0.696117 -2.910746 0.01 0.05 1.27 0.0761
O -0.360084 1.139287 2.805635 1.26 0.13 -2.79 -0.4241
H 0.357009 -1.842269 -1.591620 -0.69 0.19 -0.04 0.0654
N -0.611731 -0.258155 0.443963 -0.62 3.55 2.33 -0.2247
O -0.740013 2.565852 0.812281 1.44 -1.88 0.35 -0.4093
N 0.151158 -1.153013 1.182600 1.90 -1.34 -0.94 -0.0484
C -0.284536 -0.977072 -1.849703 1.85 0.48 -1.72 -0.1106

---

# 8
13
Properties=species:S:1:pos:R:3:forces:R:3:lowdin_charge:R:1 method="wB97M-V/def2-TZVPD" total_charge=+1 homo_ev=-12.2
H 2.948303 1.945696 1.398614 -0.93 -0.56 0.35 0.0523
H 2.524819 0.751330 2.589074 -0.28 -0.20 1.16 0.0170
H 1.005557 2.299668 -0.421072 -1.14 -0.68 -0.45 0.0655
C 2.275288 1.060541 1.604761 2.25 0.56 -2.24 -0.4243
H 2.792593 0.274449 0.935599 -1.78 0.72 0.69 0.0811
N -1.281945 -0.408898 -1.215393 -0.15 -1.40 0.75 0.3626
C -1.920934 -1.380512 -1.138618 1.63 2.76 -1.00 -0.1257
H -0.404381 0.159218 -1.153735 -0.61 0.20 0.17 0.1228
H -2.778659 -3.023489 -0.543490 -0.23 -1.23 1.30 0.1337
O 0.299395 1.635941 -0.204154 1.60 0.69 0.44 -0.5316
S 0.531665 1.529048 1.491431 0.23 -0.85 -0.23 0.8323
N -2.736990 -2.344094 -1.243717 -0.63 -0.07 -0.85 0.2448
H -3.254711 -2.498899 -2.099299 0.04 0.07 -0.09 0.1696

---

# 9
12
Properties=species:S:1:pos:R:3:forces:R:3:mulliken_spin:R:1 method="wB97M-V/def2-TZVPD" total_charge=-2 homo_ev="4.3 / -0.3" multiplicity=2
H 1.294694 2.036207 0.766548 -0.22 0.00 -0.14 -0.0888
S -2.230424 1.770325 -1.103074 -0.38 0.14 -0.01 0.0544
H -0.405342 -2.592413 1.140151 -0.15 -0.25 0.20 -1.3609
C 0.997345 0.091028 0.422164 -0.30 -0.13 0.90 1.8271
C 0.110310 -0.882769 0.218041 0.67 -0.18 -0.29 -0.1604
H 0.413855 -2.810943 -0.231197 0.06 -0.40 -0.12 -1.3508
H -0.056422 1.736961 -0.242085 0.67 -0.21 0.09 0.0582
N 0.893312 1.437678 0.055429 -0.26 0.26 -0.26 -0.2848
H -0.774825 -0.684873 -0.376481 -0.13 0.05 0.14 0.0724
N 0.399200 -2.251363 0.620311 -0.07 0.71 -0.17 2.4529
H 1.860973 -0.137754 1.040218 0.08 -0.07 -0.25 -0.2192
H -2.502676 2.287914 -2.310024 0.04 0.09 -0.08 -0.0002

---

# 10
12
Properties=species:S:1:pos:R:3:forces:R:3:lowdin_charge:R:1 method="wB97M-V/def2-TZVPD" total_charge=+1 homo_ev=-14.1
N 0.814108 0.902409 -0.160590 -0.83 -1.16 0.25 -0.3830
H -1.747998 -0.936014 -0.877721 -1.20 -0.18 -0.42 0.1120
H 3.174132 -1.524387 0.397049 3.97 -2.23 1.14 -0.0342
N -1.451187 -0.182146 -0.296527 1.98 0.23 0.71 0.0741
C -2.174284 0.593315 0.391504 -3.56 -3.55 -3.72 0.0740
H -3.283166 0.518604 0.216036 1.04 0.31 0.83 0.1312
H -0.187768 0.104949 -0.292380 -0.35 0.73 0.44 0.0398
H -1.746563 1.269090 0.986099 1.63 2.77 2.33 0.0524
S 2.286729 0.446094 0.055352 0.65 -2.24 -0.16 1.0493
H 1.327559 -1.711075 0.131598 0.36 -0.36 -0.08 0.0508
H 0.710271 1.713557 -0.710295 0.13 1.37 -0.50 0.0316
C 2.278172 -1.194391 0.159870 -3.83 4.30 -0.80 -0.1982

---

The records above yield F_max values of 7.29; 7.67; 2.40; 0.56; 3.43; 7.76; 4.29; 3.36; 0.96; 6.26 eV/A, respectively.
The records above yield total energy values of -264.71145; -264.63889; -264.36964; -340.45489; -339.83935; -339.78198; -813.82106; -663.01494; -587.95637; -587.74102 Ha, respectively.
The records above yield ΔE to the lowest compared entry with this formula, charge and spin values of 5.9793; 2.1237; 0.7585; 0.4463; 9.2724; 4.3286; 0.7347; 2.0316; 0.1592; 3.5098 eV, respectively.